The molecule C2H7O2P in a non-equilibrium geometry, computed with ωB97M-V/def2-TZVPD.

Values from the calculation:
Relative energy (zero: lowest compared OMol25 entry of this formula, charge and spin) in kJ/mol: 420.4
SMILES: CCOOP
Lowest unoccupied orbital energy in eV: 0.9
Energy in eV: -15567.426
F_max in eV/A: 4.963

Structure (XYZ):
```
12
Properties=species:S:1:pos:R:3:forces:R:3:mulliken_charge:R:1
C -0.413830 -0.445207 1.363954 -0.873 -1.080 -1.469 -0.6912
C -1.067939 0.580377 0.404538 4.070 2.733 0.768 -0.1958
O -0.114018 0.975555 -0.743676 -1.317 -0.119 2.090 -0.2427
O -0.018242 -0.158965 -1.589769 0.200 -0.872 -1.140 -0.2221
P 1.542298 -0.639517 -2.046311 -1.714 -0.919 1.517 0.1047
H -1.204663 -1.193820 1.650745 0.900 0.542 -0.230 0.2545
H 0.445005 -0.999559 0.859632 -1.166 0.820 0.823 0.1542
H -0.130410 0.077253 2.249855 0.654 0.059 0.586 0.2525
H -1.161732 1.609817 0.951776 0.048 -1.826 -1.169 0.2273
H -1.987078 0.294652 0.039558 -1.855 -0.658 -1.193 0.2988
H 2.123025 0.526514 -2.454129 0.449 1.211 -0.061 0.0447
H 1.987582 -0.627101 -0.686173 0.604 0.109 -0.523 0.0150
```
Forces are in eV/Å.